# 1
Here is a molecular structure, C13H15BiNSe in a non-equilibrium geometry from the OMol25 dataset. Energies are from ωB97M-V/def2-TZVPD.

Each line ends with the Löwdin charge.
Element x y z (Å)
C (0.0273, 0.9805, -3.4199)  -0.245
C (-0.8384, 2.0064, -2.9420)  -0.258
C (-1.9482, 1.3909, -2.3146)  -0.282
C (-1.7822, -0.0212, -2.3953)  -0.287
C (-0.5598, -0.2808, -3.0885)  -0.251
Bi (0.1815, 0.6942, -0.4091)  1.481
N (1.8668, -0.5142, -0.6118)  -0.402
C (1.9267, 2.2832, 0.3035)  -0.241
C (0.8413, 3.0401, -0.1607)  -0.245
H (-2.7705, 1.9046, -1.8301)  0.075
H (-0.6513, 3.0677, -3.0048)  0.067
H (-2.4566, -0.7687, -1.9968)  0.074
H (-0.1418, -1.2531, -3.3035)  0.074
H (0.9739, 1.1257, -3.9179)  0.069
H (0.8824, 3.5901, -1.1001)  0.055
H (2.8320, 2.1740, -0.2893)  0.059
H (2.8391, -0.7823, -0.7735)  -0.154
H (-0.0368, 3.2487, 0.4564)  0.047
H (1.9301, 1.7775, 1.2756)  0.046
Se (-2.0639, 0.4368, 1.3722)  0.435
C (-0.9564, -0.9873, 1.8632)  -0.822
C (-0.6146, -2.1639, 1.1254)  -0.173
C (0.0747, -3.1921, 1.7444)  -0.118
C (0.4884, -3.0748, 3.0789)  -0.118
C (0.2081, -1.8937, 3.7925)  -0.125
C (-0.4655, -0.8554, 3.1903)  -0.205
H (-0.9227, -2.2361, 0.0695)  0.093
H (0.3009, -4.1118, 1.1726)  0.103
H (1.0180, -3.8903, 3.5646)  0.082
H (0.5194, -1.7829, 4.8427)  0.094
H (-0.7016, 0.0881, 3.7060)  0.071

Values from the calculation:
- charge = -1
- frontier orbital gap (eV) = 6.4
- F_max (eV/Å) = 4.6
- multiplicity = 1
- E (Ha) = -3174.99234

=====

# 2
Here is a molecular structure, C15H17N5OsS2Se4 from the OMol25 dataset. Energies are from ωB97M-V/def2-TZVPD.

Each line ends with the Löwdin charge.
Element x y z (Å)
Os (-0.1734, -0.3898, 0.5559)  0.282
Se (2.3080, -0.9816, 0.5111)  -0.057
Se (3.0565, 0.2864, -1.2986)  -0.093
Se (2.3503, 2.3399, -0.5055)  -0.034
Se (0.0585, 1.7753, -0.2286)  0.069
C (-4.0916, 0.1933, 3.0166)  -0.121
C (-2.6896, -0.0500, 2.5216)  -0.768
S (-2.4752, -0.1884, 0.8285)  0.587
C (-1.6204, -0.1616, 3.3492)  -0.735
C (-1.6703, -0.0157, 4.8512)  -0.113
S (-0.0557, -0.4837, 2.6945)  0.598
H (-4.7867, 0.2060, 2.1792)  0.058
H (-4.1634, 1.1536, 3.5295)  0.086
H (-4.4056, -0.5856, 3.7132)  0.083
H (-2.6874, 0.1635, 5.1940)  0.067
H (-1.0513, 0.8211, 5.1801)  0.078
H (-1.2989, -0.9131, 5.3489)  0.075
C (-1.7519, -3.6186, 0.9889)  0.010
C (-1.1421, -3.2017, -0.2990)  -0.314
N (-0.4500, -2.1023, -0.5503)  -0.158
C (0.0621, -2.1958, -1.8321)  -0.126
C (-0.3449, -3.3663, -2.3682)  -0.042
N (-1.0983, -3.9956, -1.3963)  -0.012
C (-1.6434, -5.3338, -1.5132)  -0.059
N (-1.0911, -6.2197, -0.5284)  -0.074
N (-1.9253, -6.8978, 0.3001)  0.053
N (-1.2383, -7.5792, 1.1290)  0.078
C (0.1019, -7.3530, 0.8758)  -0.232
C (1.2428, -7.8459, 1.5177)  -0.010
C (2.4586, -7.4057, 1.0554)  -0.077
C (2.5535, -6.4919, -0.0183)  -0.066
C (1.4419, -6.0041, -0.6634)  0.000
C (0.2077, -6.4673, -0.1911)  -0.173
H (-1.8069, -2.7718, 1.6674)  0.036
H (-1.1430, -4.3990, 1.4513)  0.093
H (-2.7560, -4.0151, 0.8381)  0.095
H (0.6833, -1.4178, -2.2431)  0.073
H (-0.1743, -3.8052, -3.3351)  0.127
H (-1.4200, -5.6779, -2.5226)  0.142
H (-2.7213, -5.3419, -1.3614)  0.142
H (1.1566, -8.5363, 2.3453)  0.115
H (3.3681, -7.7541, 1.5255)  0.104
H (3.5326, -6.1584, -0.3354)  0.109
H (1.5261, -5.2897, -1.4707)  0.104

Values from the calculation:
- frontier orbital gap (eV) = 6.3
- F_max (eV/Å) = 0.6
- multiplicity = 1
- E (Ha) = -11348.43859

=====

# 3
Here is a molecular structure, C47H131BF3N9O18V in a non-equilibrium geometry from the OMol25 dataset. Energies are from ωB97M-V/def2-TZVPD.

Each line ends with the Mulliken spin population.
Element x y z (Å)
V (-15.9056, -12.6360, -6.7381)  3.060
C (-17.8066, -12.2111, -4.3831)  0.012
O (-17.8852, -13.4112, -5.1575)  0.071
O (-16.8927, -11.4326, -5.0959)  -0.104
C (-19.2344, -11.6316, -4.0713)  -0.025
F (-19.9789, -11.6011, -5.1739)  -0.003
F (-19.8889, -12.3401, -3.1344)  0.002
F (-19.0713, -10.3944, -3.5689)  0.000
C (-18.4872, -14.5484, -4.5140)  0.037
C (-18.3701, -15.8326, -5.2923)  -0.019
H (-19.0710, -16.6224, -5.0189)  0.000
H (-18.6084, -15.6089, -6.3333)  0.004
H (-17.3875, -16.3010, -5.2442)  0.006
H (-19.5466, -14.4287, -4.2776)  -0.006
H (-18.0086, -14.6638, -3.5351)  0.000
H (-17.3889, -12.4815, -3.4063)  -0.033
B (-17.2242, -11.9523, -8.5576)  -0.051
H (-16.7550, -11.3073, -7.7756)  0.055
H (-17.1948, -11.3602, -9.5138)  -0.002
H (-16.6049, -12.8803, -8.5746)  0.030
H (-18.2969, -12.1750, -8.3030)  0.034
C (-13.0965, -12.4471, -2.0619)  -0.001
C (-14.5738, -12.6585, -1.6607)  0.002
O (-15.1294, -11.5571, -0.9942)  0.000
O (-12.9600, -11.8881, -3.3830)  0.000
H (-12.5944, -13.4143, -2.0486)  0.001
H (-12.6174, -11.8540, -1.2799)  0.000
H (-14.5590, -13.5245, -0.9944)  0.000
H (-15.1500, -13.0143, -2.5202)  -0.003
H (-14.7072, -10.7380, -1.2687)  0.000
H (-13.3681, -11.0069, -3.4739)  0.001
C (-14.9734, -15.4157, -6.3518)  -0.024
C (-14.6720, -14.7721, -4.9887)  0.050
O (-14.3600, -13.3821, -5.2452)  0.072
O (-16.0738, -14.7907, -7.0293)  -0.176
H (-15.2186, -16.4672, -6.1840)  0.009
H (-14.0788, -15.3787, -6.9762)  -0.057
H (-13.7736, -15.1266, -4.4818)  0.005
H (-15.5066, -14.8011, -4.2847)  0.001
H (-13.7248, -13.1213, -4.5656)  0.008
H (-16.4737, -15.5046, -7.5694)  0.043
C (-17.7840, -8.3844, -6.4940)  0.001
C (-19.2107, -8.7671, -6.8228)  -0.002
O (-19.1361, -10.1515, -7.2112)  -0.002
O (-17.4296, -8.5720, -5.1243)  0.002
H (-17.7110, -7.3024, -6.6435)  0.000
H (-17.0262, -8.9273, -7.0578)  0.008
H (-19.5051, -8.1835, -7.6963)  0.000
H (-19.9214, -8.5461, -6.0238)  0.000
H (-18.8633, -10.6152, -6.4169)  -0.003
H (-17.1456, -9.4954, -5.0314)  0.004
C (-22.8420, -13.0882, -2.7001)  0.000
O (-24.1260, -13.5037, -3.0972)  0.000
H (-22.6095, -13.5718, -1.7528)  0.000
H (-22.1040, -13.4109, -3.4421)  0.000
H (-22.7156, -12.0021, -2.7000)  0.000
H (-24.1832, -13.3836, -4.0535)  0.000
C (-25.3658, -15.5709, -6.1005)  0.000
C (-26.2295, -14.3282, -6.2832)  0.000
C (-25.3645, -13.1641, -6.8372)  0.000
O (-24.3750, -12.8214, -5.9046)  0.000
C (-23.6261, -11.6991, -6.2604)  0.000
N (-27.2874, -14.6454, -7.2560)  0.000
H (-25.9285, -16.5072, -6.0723)  0.000
H (-24.8242, -15.6200, -5.1542)  0.000
H (-24.6981, -15.6724, -6.9584)  0.000
H (-26.6450, -14.0019, -5.3294)  0.000
H (-25.9808, -12.2892, -7.0698)  0.000
H (-24.9617, -13.4202, -7.8247)  0.000
H (-22.6712, -11.6250, -5.7389)  0.000
H (-24.1369, -10.7697, -5.9856)  0.000
H (-23.4236, -11.6448, -7.3323)  0.000
H (-27.7275, -15.5086, -6.9679)  0.000
H (-26.8396, -14.8262, -8.1469)  0.000
C (-15.7629, -19.8046, -7.7064)  0.000
C (-17.2310, -20.1699, -7.8321)  0.000
C (-17.9401, -19.6787, -6.5850)  0.000
O (-19.2987, -20.0349, -6.7366)  0.000
C (-20.0830, -19.7936, -5.5646)  0.000
N (-17.7329, -19.3872, -8.9859)  0.000
H (-15.2859, -20.4527, -6.9654)  0.000
H (-15.4976, -18.7777, -7.4565)  0.000
H (-15.2061, -20.0537, -8.6133)  0.000
H (-17.3568, -21.2518, -7.9024)  0.000
H (-17.8954, -18.5844, -6.5795)  0.000
H (-17.5225, -20.0798, -5.6571)  0.000
H (-21.1203, -20.0434, -5.7796)  0.000
H (-20.0115, -18.7429, -5.2830)  0.000
H (-19.7431, -20.5116, -4.8132)  0.000
H (-17.1951, -19.5707, -9.8267)  0.000
H (-18.6250, -19.8311, -9.1911)  0.000
C (-17.7020, -7.7534, 3.2756)  0.000
C (-18.9446, -7.8960, 2.4469)  0.000
C (-18.5238, -8.4120, 1.0209)  0.000
O (-19.6602, -8.6651, 0.1923)  0.000
C (-19.2411, -8.9518, -1.1422)  0.000
N (-19.8264, -8.8662, 3.0925)  0.000
H (-17.0248, -7.0275, 2.8242)  0.000
H (-17.2395, -8.7315, 3.4151)  0.000
H (-18.0078, -7.3652, 4.2479)  0.000
H (-19.4634, -6.9388, 2.3740)  0.000
H (-17.9243, -9.3084, 1.2077)  0.000
H (-17.8523, -7.6599, 0.5956)  0.000
H (-18.6916, -8.1275, -1.6050)  0.000
H (-20.1536, -9.0579, -1.7257)  0.000
H (-18.6193, -9.8460, -1.2005)  0.000
H (-20.5917, -9.0809, 2.4607)  0.000
H (-19.3056, -9.7389, 3.0733)  0.000
C (-17.8847, -17.7450, -2.3789)  0.000
C (-18.1983, -18.8953, -3.3485)  -0.001
C (-16.9325, -19.3504, -4.0726)  0.000
O (-16.4671, -18.2808, -4.8906)  0.000
C (-15.2589, -18.6516, -5.5180)  -0.002
N (-18.8445, -19.9608, -2.5763)  0.000
H (-18.8310, -17.3771, -1.9865)  0.000
H (-17.3849, -16.9786, -2.9725)  0.001
H (-17.2028, -18.0868, -1.5995)  0.000
H (-18.9913, -18.6204, -4.0468)  0.000
H (-17.1503, -20.2046, -4.7247)  0.000
H (-16.2222, -19.7453, -3.3381)  0.000
H (-14.9930, -17.8249, -6.1814)  -0.001
H (-15.4103, -19.5207, -6.1623)  0.000
H (-14.4499, -18.7191, -4.7879)  0.000
H (-19.0501, -20.7696, -3.1521)  0.000
H (-18.1770, -20.2865, -1.8837)  0.000
C (-19.9202, -12.7231, -13.1869)  0.000
C (-20.0096, -11.9316, -11.8843)  0.001
C (-20.4583, -12.9024, -10.7645)  -0.002
O (-20.3286, -12.3673, -9.4756)  0.000
C (-20.8852, -13.1982, -8.4785)  0.003
N (-18.7440, -11.2735, -11.5888)  -0.001
H (-19.0068, -13.2988, -13.3432)  0.000
H (-19.9106, -12.0038, -14.0099)  0.000
H (-20.7628, -13.3965, -13.3648)  0.000
H (-20.8596, -11.2484, -11.9485)  0.000
H (-19.7136, -13.7042, -10.8858)  0.002
H (-21.4549, -13.2973, -10.9793)  0.000
H (-20.3792, -14.1677, -8.4534)  -0.001
H (-21.9757, -13.2153, -8.5487)  -0.001
H (-20.6802, -12.7425, -7.5083)  -0.002
H (-18.4888, -10.6551, -12.3497)  0.000
H (-17.9947, -11.9552, -11.5557)  0.000
C (-15.8116, -8.1535, -1.5802)  0.000
C (-14.4853, -8.1951, -2.3414)  0.000
C (-13.2732, -8.3046, -1.4312)  0.000
O (-13.1875, -7.1233, -0.6357)  0.000
C (-12.0623, -7.1116, 0.2406)  0.000
N (-14.5291, -9.3475, -3.2727)  -0.006
H (-15.9211, -8.8308, -0.7319)  0.000
H (-16.6833, -8.3412, -2.2081)  0.000
H (-15.8997, -7.1358, -1.1954)  0.000
H (-14.3782, -7.2971, -2.9535)  0.000
H (-12.3486, -8.4526, -1.9934)  0.000
H (-13.4670, -9.0636, -0.6645)  0.000
H (-11.2226, -7.7147, -0.1073)  0.000
H (-12.3748, -7.5307, 1.2020)  0.000
H (-11.7738, -6.0854, 0.4602)  0.000
H (-14.0650, -8.9623, -4.0917)  -0.001
H (-15.4565, -9.5042, -3.6544)  0.002
C (-15.5602, -16.7170, -10.0141)  0.000
C (-16.9307, -16.0008, -9.8975)  0.000
C (-17.9047, -16.3439, -11.1026)  0.000
O (-17.4411, -15.5847, -12.1749)  0.000
C (-18.2069, -15.8892, -13.3573)  0.000
N (-17.5848, -16.5366, -8.7114)  0.005
H (-14.9854, -16.6286, -9.0923)  0.000
H (-14.9932, -16.3381, -10.8636)  0.000
H (-15.7254, -17.7792, -10.1976)  0.000
H (-16.8300, -14.9161, -9.8374)  -0.007
H (-18.9484, -16.1558, -10.8343)  0.000
H (-17.7926, -17.4202, -11.2849)  0.000
H (-19.2578, -15.6359, -13.2094)  0.000
H (-17.9725, -16.9049, -13.6747)  0.000
H (-17.8423, -15.1583, -14.0803)  0.000
H (-18.5615, -16.3014, -8.5921)  0.000
H (-17.5359, -17.5593, -8.8233)  -0.001
C (-23.8533, -19.3039, -3.8258)  0.000
C (-22.5999, -18.6850, -3.1911)  0.000
C (-22.4019, -17.1661, -3.4834)  0.000
O (-22.0349, -17.0065, -4.8455)  0.000
C (-21.9048, -15.6470, -5.2106)  0.000
N (-22.6997, -18.9893, -1.7548)  0.000
H (-24.7886, -18.8133, -3.5538)  0.000
H (-23.9592, -20.3692, -3.6299)  0.000
H (-23.7197, -19.1607, -4.9012)  0.000
H (-21.6555, -19.1408, -3.4965)  0.000
H (-21.7765, -16.7564, -2.6834)  0.000
H (-23.3487, -16.6317, -3.3364)  0.000
H (-22.7154, -15.0510, -4.7879)  0.000
H (-21.9158, -15.5608, -6.2993)  0.000
H (-20.9763, -15.1009, -5.0143)  0.001
H (-21.9972, -18.4497, -1.2537)  0.000
H (-23.5527, -18.5278, -1.4468)  0.000
C (-17.7658, -14.3385, -0.9124)  0.001
C (-17.7974, -13.7274, 0.4987)  0.000
C (-18.5599, -14.6216, 1.4482)  0.000
O (-18.8332, -13.9785, 2.7076)  0.000
C (-19.6639, -14.7916, 3.5817)  0.000
N (-16.3625, -13.5155, 0.8596)  0.000
H (-18.7514, -14.6290, -1.2878)  0.000
H (-17.3567, -15.3553, -0.9418)  0.000
H (-17.1519, -13.7977, -1.6274)  0.003
H (-18.3566, -12.7966, 0.3700)  0.000
H (-18.0439, -15.5755, 1.5826)  0.000
H (-19.5695, -14.7606, 1.0509)  0.000
H (-19.7264, -14.2822, 4.5411)  0.000
H (-19.0469, -15.6731, 3.7704)  0.000
H (-20.6473, -15.0425, 3.1863)  0.000
H (-16.3616, -13.1086, 1.7914)  0.000
H (-16.1500, -12.7260, 0.2489)  0.000

Values from the calculation:
- frontier orbital gap (alpha / beta) (eV) = 8.0 / 8.4
- F_max (eV/Å) = 3.7
- multiplicity = 4
- expectation value of S² = 3.7550
- E (Ha) = -4984.39691

=====

- The lowest F_max belongs to which entry?
  C15H17N5OsS2Se4